--- 1 ---
{
  "formula": "C3H9NO",
  "method": "ωB97M-V with the def2-TZVPD basis set",
  "species": ["H", "H", "H", "H", "H", "C", "H", "H", "C", "H", "O", "N", "H", "C"],
  "coordinates": [[-0.21, -2.68, -1.47], [-0.25, 3.60, 1.00], [2.11, -0.55, 0.19], [-1.15, 0.64, -0.86], [-0.62, 2.35, 1.86], [-1.15, -0.30, -0.30], [1.58, -2.32, -0.86], [-1.94, -0.96, -0.59], [0.19, -0.93, -0.41], [1.20, 0.77, 0.28], [-0.22, 2.63, 1.04], [1.17, -0.24, 0.37], [-1.25, 0.07, 0.72], [0.54, -2.09, -0.99]],
  "homo_ev": -8.05,
  "gap_ev": 8.7,
  "e_lumo_ev": 0.7,
  "smiles": "C=C(C)N.O"
}

=====

--- 2 ---
{
  "formula": "C3H9NO",
  "method": "ωB97M-V with the def2-TZVPD basis set",
  "species": ["H", "H", "C", "O", "H", "C", "H", "H", "C", "H", "H", "N", "H", "H"],
  "coordinates": [[0.96, 1.38, 1.26], [-1.45, 1.03, 0.55], [-1.16, 0.01, 0.31], [0.63, -0.36, -1.64], [-1.69, -0.88, 2.05], [1.22, 0.78, 0.38], [0.67, -1.26, -1.30], [-1.81, -0.51, -0.41], [0.11, 0.46, -0.60], [-0.20, 1.38, -1.06], [1.90, 0.02, 0.78], [-0.86, -0.80, 1.48], [1.92, 1.35, -0.26], [-0.62, -1.70, 1.11]],
  "homo_ev": -9.45,
  "gap_ev": 10.3,
  "e_lumo_ev": 0.9,
  "smiles": "C[C@@H](O)CN"
}

=====

--- 3 ---
{
  "formula": "C3H9NO",
  "method": "ωB97M-V with the def2-TZVPD basis set",
  "species": ["H", "H", "H", "C", "H", "C", "H", "C", "H", "H", "O", "H", "N", "H"],
  "coordinates": [[-0.29, -1.16, 2.59], [-0.61, 1.14, 1.82], [1.70, 0.00, -2.76], [-0.06, 0.84, -0.12], [1.04, -1.08, -0.57], [0.58, -0.26, -1.17], [0.63, 1.67, 0.06], [-0.77, 0.30, 1.14], [-0.18, -0.58, -1.88], [-0.87, 1.36, -0.69], [1.39, 0.56, -2.04], [-1.78, -0.01, 0.99], [-0.17, -1.03, 1.60], [-0.60, -1.75, 1.03]],
  "homo_ev": -9.13,
  "gap_ev": 10.2,
  "e_lumo_ev": 1.0,
  "smiles": "NCCCO"
}

=====

The most stable of them is 1.

=====

--- 1 ---
{
  "formula": "C3H9NO",
  "method": "ωB97M-V with the def2-TZVPD basis set",
  "species": ["N", "H", "C", "H", "H", "C", "H", "O", "H", "C", "H", "H", "H", "H"],
  "coordinates": [[0.53, 0.98, 0.04], [-0.18, 1.09, -0.64], [-2.05, -0.83, -0.04], [1.87, -0.02, -1.23], [-0.09, -0.03, 1.83], [0.26, -0.27, 0.80], [2.13, 1.81, -1.07], [-0.64, -1.12, 0.07], [-2.68, -0.85, 0.87], [1.82, 0.86, -0.52], [1.08, -0.90, 1.03], [-2.43, -1.55, -0.77], [-2.28, 0.18, -0.51], [2.65, 0.65, 0.14]],
  "homo_ev": -8.85,
  "gap_ev": 9.9,
  "e_lumo_ev": 1.1,
  "smiles": "CNCOC"
}

=====

--- 2 ---
{
  "formula": "C3H9NO",
  "method": "ωB97M-V with the def2-TZVPD basis set",
  "species": ["H", "H", "H", "H", "H", "C", "C", "C", "O", "H", "H", "N", "H", "H"],
  "coordinates": [[1.15, -1.01, -0.90], [0.17, -1.06, 1.61], [-0.21, 1.69, -0.63], [-1.29, -1.89, 1.10], [1.81, 1.66, -1.48], [-0.27, 0.61, -0.70], [1.13, 0.05, -0.63], [-0.89, -0.92, 1.37], [2.03, 0.72, -1.51], [1.56, 0.09, 0.38], [-1.32, -0.56, 2.31], [-1.10, 0.06, 0.37], [-2.05, 0.38, 0.31], [-0.73, 0.19, -1.60]],
  "homo_ev": -8.16,
  "gap_ev": 9.1,
  "e_lumo_ev": 1.0,
  "smiles": "CNCCO"
}

=====

The most stable of them is 2.

=====

--- 1 ---
{
  "formula": "C8H12",
  "method": "ωB97M-V with the def2-TZVPD basis set",
  "species": ["C", "C", "H", "H", "C", "H", "C", "H", "C", "H", "H", "C", "C", "H", "H", "H", "C", "H", "H", "H"],
  "coordinates": [[0.39, 1.45, 0.90], [0.95, -0.01, 1.04], [-1.38, -0.93, -2.41], [2.37, 2.19, 0.46], [0.51, -0.98, 0.04], [0.90, 3.40, 0.51], [-0.76, -1.58, -1.89], [-0.21, -3.72, -1.53], [1.25, 2.42, 0.52], [-1.12, 1.71, 2.40], [-1.72, 0.95, 1.05], [-0.98, 1.65, 1.33], [0.29, -0.81, -1.28], [0.46, 0.22, -1.77], [0.13, -1.94, 0.65], [-1.34, 2.67, 1.33], [-0.81, -2.93, -1.95], [-1.68, -3.46, -2.41], [0.77, -0.53, 2.02], [1.98, 0.25, 0.99]],
  "homo_ev": -8.48,
  "gap_ev": 9.4,
  "e_lumo_ev": 1.0,
  "smiles": "C=C/C=C/CC(=C)C"
}

=====

--- 2 ---
{
  "formula": "C8H12",
  "method": "ωB97M-V with the def2-TZVPD basis set",
  "species": ["H", "C", "H", "H", "H", "H", "H", "C", "C", "C", "C", "H", "C", "H", "H", "C", "H", "C", "H", "H"],
  "coordinates": [[-2.96, -1.67, -1.52], [-3.11, -0.60, -1.51], [-3.95, -0.25, -2.09], [-2.34, 1.25, -0.99], [-1.15, -1.37, 0.20], [-0.07, 1.76, -1.37], [1.37, 1.93, -0.31], [-1.07, -0.36, -0.18], [-2.20, 0.18, -0.91], [0.31, 1.68, -0.35], [0.06, 0.28, 0.17], [2.30, -2.27, 0.70], [1.42, -1.75, 0.31], [1.01, -2.24, -0.55], [1.96, 0.02, 2.74], [1.21, -0.50, 0.72], [-0.16, 2.50, 0.21], [2.14, 0.19, 1.68], [3.19, -0.03, 1.54], [2.03, 1.27, 1.53]],
  "homo_ev": -8.19,
  "gap_ev": 8.9,
  "e_lumo_ev": 0.7,
  "smiles": "C=C/C=C(\\C)C(=C)C"
}

=====

--- 3 ---
{
  "formula": "C8H12",
  "method": "ωB97M-V with the def2-TZVPD basis set",
  "species": ["C", "H", "C", "C", "H", "H", "H", "H", "H", "H", "H", "C", "C", "H", "H", "H", "C", "H", "C", "C"],
  "coordinates": [[-1.93, -1.52, 1.03], [-1.79, 0.25, -1.59], [1.88, -0.39, -0.03], [-1.64, -0.44, 0.32], [0.27, 2.37, 1.61], [-2.96, -1.82, 1.17], [-3.36, -0.10, -0.84], [1.49, 2.40, 0.28], [3.66, -0.79, -1.09], [-0.22, 2.24, -0.13], [-2.50, 1.40, -0.39], [-2.44, 0.37, -0.67], [0.74, 0.42, 0.57], [2.12, -0.50, 2.19], [-1.22, -2.02, 1.60], [2.39, -2.05, -1.24], [2.59, -0.98, -1.10], [2.24, -0.53, -2.05], [1.67, -0.50, 1.27], [0.58, 1.97, 0.56]],
  "homo_ev": [-6.93, -6.86],
  "gap_ev": [7.8, 7.7],
  "e_lumo_ev": [0.8, 0.8]
}

=====

The most stable of them is 2.

=====

--- 1 ---
{
  "formula": "C5H13N3",
  "method": "ωB97M-V with the def2-TZVPD basis set",
  "species": ["H", "H", "H", "H", "H", "H", "N", "H", "H", "C", "C", "C", "H", "H", "H", "H", "C", "C", "N", "H", "N"],
  "coordinates": [[-1.29, -2.05, 2.21], [-0.94, 2.52, 0.27], [1.22, 1.10, -1.62], [-1.79, -0.48, 1.36], [1.21, -0.47, 0.30], [0.57, -1.51, -2.46], [1.38, 0.28, 0.97], [1.21, 2.83, -1.25], [1.18, 2.32, 1.18], [-1.59, -1.54, 1.31], [1.52, 1.85, -0.89], [0.87, 1.54, 0.47], [-0.52, -2.88, -0.01], [-2.28, -2.85, -0.25], [2.61, 1.84, -0.80], [0.91, 0.03, 1.83], [-0.09, -1.68, -1.61], [-1.49, -2.19, 0.09], [-1.15, -1.22, -1.22], [-0.95, 1.00, -0.32], [-0.60, 1.58, 0.44]],
  "homo_ev": [-8.25, -8.07],
  "gap_ev": [8.1, 8.2],
  "e_lumo_ev": [-0.2, 0.1]
}

=====

--- 2 ---
{
  "formula": "C5H13N3",
  "method": "ωB97M-V with the def2-TZVPD basis set",
  "species": ["C", "H", "H", "H", "C", "H", "H", "N", "C", "N", "H", "H", "H", "H", "H", "N", "C", "H", "C", "H", "H"],
  "coordinates": [[-0.17, 0.93, -1.95], [0.89, 1.13, -2.19], [2.01, 1.08, 2.47], [-1.96, 2.03, -2.24], [0.33, -1.46, -2.63], [0.00, -1.88, -3.63], [-1.47, 1.84, -0.56], [1.99, 0.17, 2.87], [-0.62, -0.34, -2.13], [-0.32, 0.27, 2.17], [-0.87, -0.48, 1.76], [-1.70, -0.60, -2.01], [-0.67, 3.08, -1.53], [1.35, -1.00, -2.75], [0.06, 0.80, 1.38], [0.42, -1.50, 3.52], [0.77, -0.29, 2.89], [0.39, -2.31, -1.87], [-1.07, 2.04, -1.58], [1.15, -1.87, 4.10], [-0.52, -1.66, 3.91]],
  "homo_ev": -8.98,
  "gap_ev": 9.8,
  "e_lumo_ev": 0.8,
  "smiles": "C/C=C/C.N=C(N)N"
}

=====

--- 3 ---
{
  "formula": "C5H13N3",
  "method": "ωB97M-V with the def2-TZVPD basis set",
  "species": ["H", "H", "H", "H", "H", "C", "H", "C", "H", "H", "H", "H", "H", "H", "C", "H", "C", "N", "N", "N", "C"],
  "coordinates": [[1.63, -0.53, 3.15], [-1.10, -2.19, -0.24], [1.32, -1.53, 1.06], [-1.27, 1.38, 0.32], [-2.58, 0.08, -2.74], [1.55, 0.10, -0.20], [1.65, 1.08, 2.38], [-1.58, -0.23, -0.87], [1.29, -0.57, -1.02], [-3.04, 1.22, -1.46], [-1.91, -2.05, -1.88], [3.04, -0.01, 2.22], [-0.36, -0.20, 0.98], [-1.48, 1.38, -2.27], [1.95, 0.03, 2.28], [2.25, 1.80, 0.38], [-1.52, -1.56, -1.01], [-0.98, 0.43, 0.19], [1.31, -0.52, 1.09], [2.04, 1.24, -0.44], [-2.21, 0.66, -1.90]],
  "homo_ev": -7.53,
  "gap_ev": 8.3,
  "e_lumo_ev": 0.8,
  "smiles": "[H]/N=C\\NC.C=C(C)N"
}

=====

The most stable of them is 2.

=====

--- 1 ---
{
  "formula": "CH3ClO3S",
  "method": "ωB97M-V with the def2-TZVPD basis set",
  "species": ["S", "O", "H", "O", "H", "O", "Cl", "H", "C"],
  "coordinates": [[0.31, 0.84, -0.86], [-0.18, 0.57, 0.58], [0.00, -1.20, 1.63], [0.05, -0.26, -1.71], [-1.58, -0.77, 1.35], [0.09, 2.29, -1.22], [2.38, 0.57, -0.53], [-0.48, -1.29, -0.10], [-0.59, -0.76, 0.86]],
  "homo_ev": -11.62,
  "gap_ev": 11.6,
  "e_lumo_ev": 0.0,
  "smiles": "COS(=O)(=O)Cl"
}

=====

--- 2 ---
{
  "formula": "CH3ClO3S",
  "method": "ωB97M-V with the def2-TZVPD basis set",
  "species": ["O", "H", "Cl", "O", "C", "H", "H", "S", "O"],
  "coordinates": [[-0.35, -1.28, 0.26], [0.78, 0.56, 1.66], [-2.13, -1.82, -1.63], [0.35, 1.53, 0.08], [0.95, 1.50, 1.11], [1.65, 2.27, 1.19], [-1.10, -1.81, 0.40], [-0.62, -0.41, -1.09], [0.47, -0.53, -1.97]],
  "homo_ev": -10.04,
  "gap_ev": 10.3,
  "e_lumo_ev": 0.3
}

=====

The most stable of them is 1.

=====

--- 1 ---
{
  "formula": "CH3N3",
  "method": "ωB97M-V with the def2-TZVPD basis set",
  "species": ["N", "H", "H", "H", "N", "N", "C"],
  "coordinates": [[-1.17, -0.55, 0.04], [-0.07, 1.60, 0.42], [-2.04, 0.17, 0.00], [-0.94, -1.40, -0.38], [1.46, 0.04, -0.09], [2.50, -0.39, 0.03], [0.26, 0.53, -0.01]],
  "homo_ev": [-26.47, -24.17],
  "gap_ev": [11.3, 8.7],
  "e_lumo_ev": [-15.2, -15.5],
  "smiles": "N#[N+]C=[NH2+]",
  "charge": 2
}

=====

--- 2 ---
{
  "formula": "CH3N3",
  "method": "ωB97M-V with the def2-TZVPD basis set",
  "species": ["H", "H", "C", "N", "N", "N", "H"],
  "coordinates": [[1.28, 0.90, 0.82], [-1.20, 1.42, -0.06], [0.27, 0.13, 0.27], [-0.78, 0.55, -0.26], [1.23, -2.11, 0.09], [0.77, -1.13, 0.10], [-1.57, 0.25, -0.96]],
  "homo_ev": -26.65,
  "gap_ev": 12.1,
  "e_lumo_ev": -14.5,
  "charge": 2
}

=====

The most stable of them is 2.

=====

--- 1 ---
{
  "formula": "C7H12N2O",
  "method": "ωB97M-V with the def2-TZVPD basis set",
  "species": ["H", "C", "H", "C", "H", "C", "H", "C", "O", "C", "H", "N", "C", "H", "H", "C", "H", "H", "H", "N", "H", "H"],
  "coordinates": [[-1.90, -0.88, -0.58], [-0.97, 1.77, -1.45], [0.08, 3.03, -0.02], [-0.84, 0.37, -2.03], [-0.47, -1.64, -1.30], [-0.88, -0.70, -0.92], [-1.88, 1.84, -0.85], [0.48, 0.97, 0.41], [2.53, -1.37, 1.02], [-0.06, -0.19, 0.17], [2.80, -3.48, 2.36], [0.45, -1.60, 1.79], [2.08, -2.79, 2.80], [1.21, -3.32, 3.17], [1.10, 1.18, 1.26], [0.23, 2.10, -0.57], [1.14, 2.22, -1.18], [-1.65, 0.17, -2.74], [-1.04, 2.51, -2.26], [1.65, -1.82, 1.76], [0.11, 0.29, -2.57], [2.56, -2.25, 3.62]],
  "homo_ev": -8.81,
  "gap_ev": 9.4,
  "e_lumo_ev": 0.6
}

=====

--- 2 ---
{
  "formula": "C7H12N2O",
  "method": "ωB97M-V with the def2-TZVPD basis set",
  "species": ["N", "H", "H", "O", "H", "N", "H", "C", "H", "H", "H", "H", "H", "H", "C", "H", "C", "C", "C", "C", "H", "C"],
  "coordinates": [[-0.16, -1.65, 1.07], [-1.89, -1.00, -2.45], [-2.32, -0.15, 0.30], [1.35, 3.13, -1.41], [1.00, 0.12, 2.89], [3.14, -0.60, -0.02], [-0.01, 0.41, -1.60], [0.08, 0.52, 2.45], [0.22, 1.59, 2.25], [-0.34, -1.88, -2.54], [0.50, 2.76, -1.67], [-0.73, 0.42, 3.19], [-1.51, -2.24, -1.23], [0.50, -1.99, 1.77], [-0.45, -0.37, -0.98], [2.10, 2.56, -1.73], [-0.29, -0.20, 1.20], [-1.08, -1.44, -1.85], [-1.31, 0.27, 0.16], [1.99, -0.80, -0.01], [-1.36, 1.36, 0.09], [0.56, -0.80, 0.10]],
  "homo_ev": -9.35,
  "gap_ev": 10.0,
  "e_lumo_ev": 0.6,
  "smiles": "C[C@H]1C[C@@]2(C)N[C@@]12C#N.O"
}

=====

--- 3 ---
{
  "formula": "C7H12N2O",
  "method": "ωB97M-V with the def2-TZVPD basis set",
  "species": ["C", "H", "C", "N", "C", "H", "H", "C", "H", "H", "O", "C", "H", "H", "H", "H", "H", "N", "C", "H", "C", "H"],
  "coordinates": [[1.19, 1.38, 0.77], [2.66, -0.75, -1.81], [0.77, -1.16, 0.53], [0.07, 0.44, -1.13], [2.53, -0.13, -0.91], [-0.67, -1.96, -1.20], [0.56, -1.02, 1.61], [-0.50, -1.88, -0.12], [1.39, 2.35, 0.19], [2.97, 0.77, -1.27], [-1.28, -2.46, 0.57], [1.09, 0.10, -0.22], [-4.07, 0.56, -0.82], [3.25, -0.35, -0.17], [0.36, 1.60, 1.42], [-4.00, 1.28, 0.68], [2.03, 1.42, 1.48], [-1.00, 0.65, -0.58], [-3.48, 0.58, 0.07], [1.63, -1.92, 0.57], [-2.11, 0.95, -0.21], [-3.41, -0.45, 0.53]],
  "homo_ev": -8.05,
  "gap_ev": 8.8,
  "e_lumo_ev": 0.8
}

=====

The most stable of them is 2.

=====

--- 1 ---
{
  "formula": "C5H15N2O",
  "method": "ωB97M-V with the def2-TZVPD basis set",
  "species": ["N", "H", "H", "H", "H", "H", "O", "C", "N", "H", "H", "H", "C", "H", "C", "H", "C", "H", "H", "H", "H", "H", "C"],
  "coordinates": [[1.90, -1.06, -0.31], [0.05, 0.64, -0.48], [1.90, -0.30, 1.63], [-3.45, 0.04, 0.13], [2.60, -1.79, -0.36], [0.12, 0.93, 2.16], [-0.78, -0.71, 0.27], [2.36, -0.08, 0.64], [0.44, 1.38, 0.14], [3.44, -0.09, 0.70], [-3.10, 1.69, 0.62], [-1.52, -4.55, -5.59], [-0.47, 1.27, 1.30], [-2.33, 1.03, -0.83], [-1.50, 0.20, 1.00], [-1.54, -5.23, -5.30], [1.85, 1.36, 0.27], [-0.84, 2.24, 1.63], [2.23, 2.08, 0.99], [-1.89, -0.16, 1.96], [2.23, 1.59, -0.74], [0.96, -1.29, 0.00], [-2.66, 0.80, 0.18]],
  "homo_ev": -14.23,
  "gap_ev": 5.4,
  "e_lumo_ev": -8.9,
  "charge": 1
}

=====

--- 2 ---
{
  "formula": "C5H15N2O",
  "method": "ωB97M-V with the def2-TZVPD basis set",
  "species": ["H", "C", "H", "H", "H", "N", "H", "H", "H", "C", "C", "H", "H", "C", "H", "O", "N", "H", "C", "H", "H", "H", "H"],
  "coordinates": [[0.23, -1.70, 0.00], [-2.62, 0.77, -1.75], [0.35, -1.62, 1.92], [-3.46, 1.45, -1.47], [2.90, -1.32, 1.25], [0.78, -0.77, 2.24], [-1.45, 2.52, -2.21], [-0.25, -1.04, -1.45], [-0.86, 2.20, 0.20], [-0.45, 1.57, -0.56], [0.37, 0.29, 1.51], [-2.51, -0.02, -1.02], [-2.96, 0.58, -2.77], [-0.05, 0.37, 0.22], [1.25, -0.83, -0.85], [2.48, -2.04, 0.78], [0.25, -0.87, -0.58], [0.36, 1.21, 2.09], [-1.29, 1.50, -1.81], [1.23, -0.67, 3.13], [2.79, -2.93, 0.97], [-0.64, 1.02, -2.57], [0.52, 2.08, -0.81]],
  "homo_ev": -12.34,
  "gap_ev": 9.1,
  "e_lumo_ev": -3.3,
  "charge": 1
}

=====

The most stable of them is 2.